This record from OMol25 describes a cluster of 10 separate species, C28H80N4O10 in total at a distorted geometry. The level of theory is the ωB97M-V functional and the def2-TZVPD basis.

Properties
Total charge   0
Orbital gap   9.1 eV
Total energy   -2086.03660 a.u.
Spin multiplicity   1
Energy relative to the best compared isomer or geometry (same formula, charge and spin)   159.8 kJ/mol
HOMO   -8.8 eV

Cartesian coordinates (Å):
O -2.081 0.512 -5.323
O -5.467 -0.346 3.773
O 3.727 1.300 3.939
O 1.712 4.743 -3.635
O 4.084 -4.219 0.577
O -0.317 -2.206 0.782
O 1.876 -1.765 -3.252
O 3.885 2.275 -3.128
O -0.917 4.914 3.546
O -5.106 -1.055 -2.045
N -0.316 1.467 0.255
N 0.669 1.600 3.561
N 0.861 -4.853 -1.035
N -5.128 -3.988 -2.157
C -0.390 -2.125 -3.869
C 0.109 2.848 4.138
C -3.988 1.501 3.273
C 3.583 -1.019 3.203
C -0.338 -0.847 1.182
C -0.569 -3.053 1.885
C 0.824 -1.228 -4.059
C 3.246 -4.336 -0.557
C 2.156 -6.542 0.128
C 5.017 2.665 -1.028
C -2.508 0.548 -3.952
C 1.988 -5.058 -0.125
C -0.073 5.222 -2.088
C -4.351 -3.163 -1.216
C -2.940 -3.001 -1.740
C -2.437 1.964 -3.422
C 1.047 3.449 5.173
C -5.492 0.254 -1.745
C -0.301 3.767 2.981
C 1.695 0.109 -0.067
C -5.132 -1.882 -0.901
C -4.237 -0.012 3.129
C 1.087 4.285 -2.436
C 3.594 -0.048 4.383
C 0.176 0.080 0.074
C -1.770 5.601 2.630
C 5.260 -3.485 0.288
C 4.941 2.989 -2.509
H 0.230 2.116 -0.296
H 1.741 -4.502 0.790
H -5.890 -3.416 -2.513
H -0.117 1.637 1.241
H 1.081 -1.203 -5.120
H 0.116 -2.916 2.728
H -3.090 1.605 2.651
H -2.796 2.049 -2.394
H -4.277 -0.377 2.095
H 2.698 -1.765 -3.748
H 5.787 3.230 -0.507
H -2.144 -0.370 -5.688
H 0.633 -0.205 -3.727
H 2.881 -6.675 0.934
H 1.296 2.740 5.962
H 4.939 -2.504 -0.086
H 4.426 -0.270 5.055
H -0.600 -4.042 1.430
H -5.829 0.461 4.137
H 4.460 -0.844 2.581
H -4.700 -1.380 -0.029
H -0.765 -2.030 -2.854
H 4.424 1.726 4.440
H 5.066 1.586 -0.866
H 0.421 -3.947 -0.934
H 2.253 0.284 0.860
H -0.203 -3.151 -4.179
H -4.266 -3.689 -0.253
H 1.507 1.868 3.040
H 1.105 1.097 4.329
H -1.888 -0.101 -3.331
H 0.583 4.110 2.426
H 0.374 -0.823 2.019
H 3.609 -2.025 3.620
H -3.409 -0.581 3.571
H -1.041 3.295 2.329
H -4.601 -4.206 -2.995
H -6.135 -2.236 -0.631
H 1.795 4.197 -1.608
H 2.676 -0.231 4.953
H 2.023 3.997 -4.154
H 2.681 -0.842 2.618
H 5.937 2.877 -2.956
H -3.001 -2.480 -2.702
H -1.432 2.380 -3.340
H 2.086 0.816 -0.801
H 3.771 -4.734 -1.439
H -5.560 0.862 -2.654
H 2.381 -7.185 -0.724
H -1.305 -0.485 1.551
H 0.270 6.237 -1.902
H 2.104 -0.861 -0.379
H -1.821 6.606 3.050
H -4.776 2.091 2.808
H 0.552 4.282 5.690
H -0.764 5.241 -2.930
H 4.812 4.069 -2.625
H -0.817 2.493 4.598
H -0.563 4.717 -1.250
H 1.264 -7.035 0.535
H -1.385 5.654 1.612
H 0.626 3.334 -2.726
H -4.733 0.785 -1.154
H 1.946 3.952 4.809
H -0.249 -0.316 -0.855
H -1.201 -1.776 -4.508
H 4.255 1.412 -3.340
H -3.767 1.775 4.301
H -1.569 -2.804 2.272
H 0.156 -5.564 -0.910
H -3.537 0.195 -4.055
H 3.027 -3.315 -0.917
H -2.764 5.154 2.687
H -3.088 2.542 -4.081
H -2.297 -2.382 -1.113
H 5.886 -4.016 -0.433
H 4.047 2.924 -0.589
H 5.796 -3.335 1.223
H -6.477 0.350 -1.274
H -2.543 -3.986 -1.988



This record from OMol25 describes a structure of composition C5H5NO at a distorted geometry. The level of theory is the ωB97M-V functional and the def2-TZVPD basis.

Properties
Total charge   0
Orbital gap   8.6 eV
Total energy   -323.36390 a.u.
Spin multiplicity   1
Energy relative to the best compared isomer or geometry (same formula, charge and spin)   409.0 kJ/mol
HOMO   -8.3 eV

Cartesian coordinates (Å):
O 1.164 -1.172 2.037
N 0.809 -0.261 -1.240
C -2.084 1.275 0.043
C 0.081 0.260 -0.417
C -0.771 1.205 -0.008
C 1.502 -1.341 -0.594
C 0.818 -0.997 0.899
H -2.665 0.540 -0.511
H -2.520 1.944 0.720
H 2.633 -1.131 -0.493
H -0.310 2.018 0.682
H 1.343 -2.343 -1.117



The highest energy relative to the best compared isomer or geometry (same formula, charge and spin) belongs to which entry? C5H5NO



Look up the total energy of the first one. -2086.03660 a.u.



Please write out number 2 again, unchanged.
This record from OMol25 describes a structure of composition C5H5NO at a distorted geometry. The level of theory is the ωB97M-V functional and the def2-TZVPD basis.

Properties
Total charge   0
Orbital gap   8.6 eV
Total energy   -323.36390 a.u.
Spin multiplicity   1
Energy relative to the best compared isomer or geometry (same formula, charge and spin)   409.0 kJ/mol
HOMO   -8.3 eV

Cartesian coordinates (Å):
O 1.164 -1.172 2.037
N 0.809 -0.261 -1.240
C -2.084 1.275 0.043
C 0.081 0.260 -0.417
C -0.771 1.205 -0.008
C 1.502 -1.341 -0.594
C 0.818 -0.997 0.899
H -2.665 0.540 -0.511
H -2.520 1.944 0.720
H 2.633 -1.131 -0.493
H -0.310 2.018 0.682
H 1.343 -2.343 -1.117



What did the second record say?
This record from OMol25 describes a structure of composition C5H5NO at a distorted geometry. The level of theory is the ωB97M-V functional and the def2-TZVPD basis.

Properties
Total charge   0
Orbital gap   8.6 eV
Total energy   -323.36390 a.u.
Spin multiplicity   1
Energy relative to the best compared isomer or geometry (same formula, charge and spin)   409.0 kJ/mol
HOMO   -8.3 eV

Cartesian coordinates (Å):
O 1.164 -1.172 2.037
N 0.809 -0.261 -1.240
C -2.084 1.275 0.043
C 0.081 0.260 -0.417
C -0.771 1.205 -0.008
C 1.502 -1.341 -0.594
C 0.818 -0.997 0.899
H -2.665 0.540 -0.511
H -2.520 1.944 0.720
H 2.633 -1.131 -0.493
H -0.310 2.018 0.682
H 1.343 -2.343 -1.117